{
  "formula": "C23H58N8O8P2S",
  "method": "ωB97M-V/def2-TZVPD",
  "fmax_ev_per_a": 2.77,
  "charge": 0,
  "lumo_energy_ev": 0.55,
  "smiles": "[H]/N=C/CP(N)(N)(S)CCP(=O)(OCC)OCC.CNC(C)=O.CNC(C)=O.CNC(C)=O.CNC(C)=O.CNC(C)=O",
  "elements": ["H", "N", "C", "C", "P", "N", "N", "S", "C", "C", "P", "O", "O", "C", "C", "O", "C", "C", "H", "H", "H", "H", "H", "H", "H", "H", "H", "H", "H", "H", "H", "H", "H", "H", "H", "H", "H", "H", "H", "H", "C", "N", "C", "C", "O", "H", "H", "H", "H", "H", "H", "H", "C", "N", "C", "C", "O", "H", "H", "H", "H", "H", "H", "H", "C", "N", "C", "C", "O", "H", "H", "H", "H", "H", "H", "H", "C", "N", "C", "C", "O", "H", "H", "H", "H", "H", "H", "H", "C", "N", "C", "C", "O", "H", "H", "H", "H", "H", "H", "H"],
  "positions_angstrom": [[-1.62138, -3.90408, 1.86562], [-1.38163, -2.99644, 1.47043], [-2.00314, -2.08333, 2.09542], [-1.82645, -0.64525, 1.65479], [-0.99738, 0.57756, 2.82953], [-1.96984, 1.19410, 4.17754], [0.63470, 1.05529, 2.74460], [-0.19605, -1.03270, 4.18260], [-1.62814, 2.07115, 1.80750], [-1.58797, 1.95066, 0.25349], [-3.24022, 1.86756, -0.53718], [-3.17895, 2.58581, -1.83986], [-4.34959, 2.61592, 0.39891], [-5.00909, 1.82658, 1.40505], [-6.34504, 1.20996, 0.94582], [-3.63464, 0.29712, -0.80510], [-4.66699, 0.17664, -1.80886], [-5.44949, -1.12973, -1.54938], [-2.69957, -2.34943, 2.89246], [-1.19954, -0.73459, 0.76738], [-2.82723, -0.29046, 1.40231], [-2.92100, 0.85289, 4.09332], [-1.57609, 0.85419, 5.04413], [0.73791, 1.81025, 3.44631], [0.89320, 1.42181, 1.82893], [-1.26150, -1.36090, 4.95620], [-0.96732, 2.89778, 2.07292], [-2.61421, 2.34909, 2.18073], [-1.20057, 2.88784, -0.13952], [-0.93032, 1.16882, -0.11755], [-5.22806, 2.51612, 2.22369], [-4.35743, 1.05770, 1.82613], [-7.09580, 1.35502, 1.72049], [-6.68672, 1.62928, 0.00368], [-6.21778, 0.13266, 0.83938], [-4.23486, 0.15384, -2.80611], [-5.35051, 1.02109, -1.76861], [-6.48336, -0.89044, -1.29482], [-5.42067, -1.80294, -2.40278], [-5.03363, -1.61093, -0.66184], [-8.07872, -5.06075, -1.03278], [-8.03331, -3.75995, -0.39203], [-9.05593, -2.89840, -0.14879], [-10.43883, -3.31396, -0.58755], [-8.84451, -1.83030, 0.40417], [-7.70800, -5.82280, -0.34509], [-7.44116, -5.05661, -1.91863], [-9.09038, -5.31592, -1.32845], [-7.14141, -3.41501, -0.07346], [-11.13644, -2.52495, -0.32490], [-10.47024, -3.46436, -1.66734], [-10.74222, -4.23221, -0.08324], [3.97693, 1.19455, -1.69708], [2.88397, 1.45015, -0.77010], [2.23039, 2.60776, -0.53200], [2.65748, 3.82869, -1.30519], [1.31893, 2.65078, 0.29004], [3.67424, 0.43051, -2.40872], [4.83919, 0.82850, -1.14754], [4.25223, 2.09513, -2.23674], [2.54790, 0.67804, -0.21517], [2.03867, 4.66714, -1.00017], [3.70068, 4.06758, -1.09661], [2.52700, 3.66820, -2.37561], [5.41115, -4.79547, -2.73750], [5.45410, -3.44958, -2.19392], [5.57339, -2.27618, -2.86090], [5.67891, -2.33374, -4.36454], [5.59497, -1.21388, -2.25324], [4.47199, -5.27422, -2.45674], [6.23559, -5.38193, -2.32981], [5.49024, -4.78336, -3.81888], [5.38844, -3.33749, -1.19434], [5.76780, -1.32053, -4.74622], [6.56386, -2.90060, -4.65868], [4.78892, -2.79123, -4.79736], [-0.97279, 5.19222, 6.54639], [-0.43192, 4.24672, 5.58849], [0.86093, 4.04696, 5.24541], [1.91502, 4.88774, 5.91709], [1.14331, 3.19889, 4.40833], [-1.51383, 4.65420, 7.32629], [-1.66804, 5.86572, 6.04312], [-0.18463, 5.77882, 7.00563], [-1.07696, 3.64216, 5.09600], [2.88733, 4.60017, 5.52932], [1.75230, 5.94529, 5.70708], [1.90500, 4.72372, 6.99498], [8.91933, -0.49089, -4.45299], [9.29977, -1.65612, -5.23310], [10.49452, -2.30626, -5.25955], [11.59572, -1.77447, -4.37506], [10.65172, -3.28125, -5.97575], [8.07510, -0.74520, -3.80957], [8.61830, 0.31065, -5.13008], [9.73897, -0.14228, -3.83471], [8.61253, -2.06234, -5.84740], [12.47577, -2.39576, -4.50794], [11.84621, -0.74869, -4.64798], [11.29691, -1.80909, -3.32665]],
  "forces_ev_per_a": [[0.0, -0.1, -0.1], [-0.2, 0.1, 0.0], [0.5, -0.1, -0.4], [0.2, -1.0, 1.0], [-1.0, 1.3, 0.1], [0.6, 0.0, -0.5], [-0.3, -0.8, -0.2], [0.4, -0.5, 0.8], [0.4, -0.4, -0.4], [-1.2, 0.1, 1.1], [0.9, 1.1, -2.4], [-0.2, -0.4, 0.9], [0.6, -1.7, -0.2], [-0.9, 0.5, 0.5], [0.7, -0.4, 0.3], [-0.1, 1.3, 0.8], [-0.7, -1.0, -0.1], [0.0, 0.6, 0.4], [-0.1, 0.4, 0.1], [-0.1, 0.3, -0.1], [0.3, 0.4, -0.2], [-0.1, 0.2, 0.0], [-0.1, -0.3, 0.1], [0.2, -0.4, -0.3], [-0.2, 0.4, 0.1], [0.1, 0.0, -0.4], [-0.1, 0.0, 0.2], [0.0, 0.0, -0.2], [-0.1, 0.0, -0.2], [-0.1, -0.1, -0.1], [0.2, 0.1, -0.1], [0.1, 0.0, -0.2], [-0.1, 0.1, -0.1], [0.0, 0.1, 0.0], [-0.2, 0.0, -0.2], [0.3, 0.2, 0.1], [0.1, 0.2, 0.0], [-0.1, -0.2, -0.2], [0.0, -0.1, 0.0], [0.1, -0.2, -0.2], [0.3, 0.2, 0.2], [-0.2, 0.0, 0.0], [0.1, 0.2, 0.1], [0.0, 0.0, 0.0], [0.0, 0.0, 0.0], [-0.1, -0.1, -0.1], [-0.1, -0.1, -0.1], [0.0, 0.0, 0.0], [0.0, 0.0, 0.0], [0.1, 0.0, 0.0], [0.0, -0.1, 0.0], [0.0, 0.0, -0.1], [-0.3, -0.1, 0.3], [0.0, 0.3, -0.1], [0.0, -0.2, 0.1], [-0.1, 0.1, 0.0], [0.1, 0.1, -0.1], [0.1, 0.0, -0.1], [0.1, 0.0, -0.1], [-0.1, 0.0, 0.0], [0.1, 0.0, 0.0], [0.0, -0.1, 0.0], [0.0, 0.0, -0.1], [0.1, 0.0, 0.0], [0.0, 0.1, 0.4], [0.0, 0.0, -0.2], [0.0, 0.1, 0.2], [0.0, 0.1, 0.0], [0.1, -0.1, -0.2], [0.0, -0.1, -0.1], [0.0, -0.1, -0.1], [0.0, 0.0, 0.0], [0.0, 0.0, 0.0], [0.0, 0.0, 0.1], [-0.1, -0.1, -0.1], [0.1, -0.1, -0.1], [-0.2, -0.3, -0.2], [0.1, 0.1, 0.1], [-0.3, -0.1, -0.1], [0.1, 0.0, -0.1], [0.3, 0.3, 0.2], [0.0, 0.1, 0.1], [0.0, 0.1, 0.1], [0.0, 0.0, 0.0], [0.0, 0.0, 0.0], [0.0, -0.1, 0.0], [0.0, 0.0, 0.1], [0.0, 0.1, 0.0], [-0.3, -0.3, -0.3], [0.2, 0.1, 0.2], [0.0, -0.2, -0.1], [0.0, 0.0, 0.0], [0.0, 0.0, 0.1], [0.0, 0.2, 0.1], [0.0, 0.1, 0.1], [0.0, 0.0, 0.0], [0.0, 0.0, 0.0], [0.0, 0.0, -0.1], [0.0, 0.0, 0.1], [0.0, 0.1, 0.0]]
}

{
  "formula": "C4H10O",
  "method": "ωB97M-V/def2-TZVPD",
  "fmax_ev_per_a": 4.55,
  "charge": 0,
  "e_above_lowest_ev": 4.933,
  "lumo_energy_ev": -0.61,
  "elements": ["C", "O", "C", "C", "C", "H", "H", "H", "H", "H", "H", "H", "H", "H", "H"],
  "positions_angstrom": [[0.80624, 0.17220, 0.66776], [0.81850, 1.14352, -1.97028], [-0.13446, 0.55302, 1.63035], [-0.03039, -1.08138, 0.43409], [-1.41900, -0.87776, -0.33611], [0.83094, 0.91459, -0.98423], [1.82762, 0.14198, 1.05152], [1.40997, 1.89064, -2.05469], [-1.03292, 1.12003, 1.40620], [-0.07826, 0.17002, 2.66164], [-0.28823, -1.78075, 1.25599], [0.49973, -1.78983, -0.23245], [-1.73259, -1.72918, -0.93488], [-1.30099, -0.01080, -0.98520], [-2.17837, -0.65165, 0.40891]],
  "forces_ev_per_a": [[-0.4, 1.4, 1.8], [-0.2, -0.3, 0.7], [1.1, 0.2, 0.4], [-2.2, -2.6, -3.0], [1.0, 0.8, 0.8], [0.0, 0.1, -0.9], [-0.2, -1.1, 0.2], [0.2, 0.2, -0.1], [-0.6, -1.0, -0.5], [0.6, 1.3, 0.3], [0.4, 0.7, 0.3], [0.4, 0.7, 0.1], [0.2, -0.1, 0.2], [-0.1, -0.1, -0.1], [-0.3, -0.1, -0.2]]
}

Number 1: HOMO-LUMO gap 8.4 eV. Number 2: HOMO-LUMO gap 7.4 eV.